Entry w
Entry from the Open Molecules 2025 dataset: a cluster of 2 separate species, C7H18N2 in total (ωB97M-V/def2-TZVPD).

Calculated values
E_HOMO: -8.103 eV
SMILES: C=C(N)[C@H](C)N.CCC
Multiplicity: 1
Total charge: 0
Gap between HOMO and LUMO: 9.1 eV

Last column: natural (NBO) charge in e.
Atoms and positions in Å:
C 1.30633 -1.42536 1.46351  -0.51
C 0.65441 -1.38912 0.28411  0.22
N -0.60095 -1.98290 0.09535  -0.85
C 1.42216 -1.19280 -1.01433  -0.09
C 0.65060 -0.32504 -2.00799  -0.61
N 1.63478 -2.51151 -1.61777  -0.85
H 2.30625 -1.03994 1.56203  0.20
H 0.80351 -1.71313 2.37451  0.19
H -0.98434 -2.41163 0.92614  0.37
H -0.62453 -2.59986 -0.70570  0.39
H 2.37423 -0.69052 -0.77021  0.18
H 0.52303 0.67718 -1.60963  0.22
H 1.21574 -0.22325 -2.93415  0.20
H -0.31712 -0.76755 -2.22736  0.22
H 2.11565 -2.42487 -2.50687  0.36
H 2.18801 -3.10124 -1.00321  0.37
C -0.27295 1.20515 1.03388  -0.62
C -1.05720 2.60808 0.60547  -0.39
C -2.53929 2.54357 0.92848  -0.61
H -0.88149 0.54508 0.42303  0.22
H -0.47190 1.06604 2.09665  0.20
H 0.78553 1.41776 0.91006  0.21
H -0.57787 3.42188 1.14360  0.19
H -0.89875 2.76730 -0.46393  0.19
H -3.05756 3.44341 0.58757  0.21
H -3.00563 1.68103 0.43272  0.20
H -2.69067 2.42225 1.99403  0.20

=====

Entry x
Entry from the Open Molecules 2025 dataset: a cluster of 3 separate species, C7H18N2 in total (ωB97M-V/def2-TZVPD).

Calculated values
E_HOMO: -8.323 eV
SMILES: CC(C)=N.C=CC.CN
Multiplicity: 1
Total charge: 0
Gap between HOMO and LUMO: 9.3 eV

Last column: natural (NBO) charge in e.
Atoms and positions in Å:
C -1.71678 1.59994 1.05805  -0.69
C -0.82290 0.42743 1.35449  0.40
C 0.45847 0.74794 2.06905  -0.69
N -1.18737 -0.79778 1.30311  -0.70
H -1.16550 2.39174 0.56057  0.23
H -2.56830 1.30692 0.44678  0.22
H -2.09630 2.00079 1.99946  0.23
H 0.26209 0.79610 3.14471  0.24
H 0.86123 1.70618 1.75402  0.22
H 1.19249 -0.03721 1.90102  0.23
H -2.11068 -0.93418 0.89703  0.34
C -0.72765 0.57742 -1.84624  -0.44
C 0.39333 0.57549 -1.13912  -0.24
C 1.34417 1.73127 -1.12027  -0.67
H -1.05265 1.42499 -2.44088  0.17
H -1.39079 -0.27774 -1.84927  0.18
H 0.74234 -0.53480 -0.70664  0.29
H 1.78127 1.90152 -2.10894  0.22
H 0.84651 2.65846 -0.82956  0.20
H 2.16048 1.55596 -0.42137  0.21
C 0.57893 -2.97817 -1.06924  -0.41
N 0.95649 -2.01201 -0.04201  -0.88
H -0.20403 -2.53529 -1.68161  0.19
H 1.43573 -3.17759 -1.71462  0.19
H 0.20818 -3.92457 -0.65944  0.17
H 0.13584 -1.79534 0.59053  0.41
H 1.68543 -2.39747 0.55038  0.36

=====

Energetically preferred structure: entry w | next structure: +0.0369 hartree

=====

Entry w
Entry from the Open Molecules 2025 dataset: an isolated molecule of C3H6ClN (ωB97M-V/def2-TZVPD).

Calculated values
E_HOMO: -9.457 eV
SMILES: N[C@@H]1C[C@@H]1Cl
Multiplicity: 1
Total charge: 0
Gap between HOMO and LUMO: 10.3 eV

Last column: natural (NBO) charge in e.
Atoms and positions in Å:
N -1.51785 -0.66025 1.20486  -0.81
C -0.30264 -1.03814 0.64784  -0.09
C 0.90616 -0.39930 1.09513  -0.45
C 0.43321 -0.31209 -0.33783  -0.28
Cl 0.26953 1.15024 -1.26498  -0.01
H -2.25839 -1.24672 0.60505  0.38
H -1.44135 0.46182 1.03798  0.37
H -0.16640 -2.17125 0.60383  0.20
H 0.61347 0.35284 1.89796  0.22
H 1.83975 -1.02043 1.50389  0.23
H 1.23542 -0.81141 -1.00901  0.24

=====

Entry x
Entry from the Open Molecules 2025 dataset: a cluster of 2 separate species, C3H6ClN in total (ωB97M-V/def2-TZVPD).

Calculated values
E_HOMO: -8.938 eV
Multiplicity: 1
Total charge: 0
Gap between HOMO and LUMO: 7.5 eV

Last column: natural (NBO) charge in e.
Atoms and positions in Å:
C -0.62213 2.14755 0.16934  -0.19
C -1.44626 1.14517 0.51420  -0.42
C -1.66590 0.02696 -0.29427  -0.02
N 0.74303 -2.21904 -0.02731  -1.07
Cl -3.29537 -0.53346 -0.18004  0.01
H -0.56718 2.99209 0.76144  0.20
H -0.20796 2.16325 -0.79624  0.20
H -2.18567 1.32856 1.35398  0.21
H 0.68283 -2.45674 0.95650  0.35
H -0.09664 -1.84016 -0.43530  0.38
H 1.21899 -1.34088 0.01968  0.34

=====

Energetically preferred structure: entry w | next structure: +0.0446 hartree

=====

Entry w
Entry from the Open Molecules 2025 dataset: a cluster of 2 separate species, C3H6ClN in total (ωB97M-V/def2-TZVPD).

Calculated values
E_HOMO (alpha / beta): -8.975 / -8.817 eV
Multiplicity: 1
Total charge: 0
Gap between HOMO and LUMO (alpha / beta): 8.3 / 8.6 eV

Last column: natural (NBO) charge in e.
Atoms and positions in Å:
C 1.14164 1.18056 -0.65043  -0.52
C -0.82051 -0.05203 0.20111  0.35
C -0.07095 -1.31189 0.17460  -0.70
N -1.91645 -0.01691 0.82798  -0.47
Cl -2.82344 1.43382 0.90239  0.10
H 1.22870 1.32671 -1.74289  0.20
H 1.64669 0.31385 -0.21632  0.17
H 1.11617 2.11806 -0.02657  0.20
H -0.35174 -1.74336 -0.70467  0.24
H -0.20081 -2.05526 1.01543  0.23
H 1.05070 -1.19355 0.21937  0.21

=====

Entry x
Entry from the Open Molecules 2025 dataset: a cluster of 2 separate species, C3H6ClN in total (ωB97M-V/def2-TZVPD).

Calculated values
E_HOMO (alpha / beta): -7.949 / -9.852 eV
Multiplicity: 1
Total charge: 0
Gap between HOMO and LUMO (alpha / beta): 7.6 / 9.4 eV

Last column: natural (NBO) charge in e.
Atoms and positions in Å:
C -0.24585 1.51080 0.85421  -0.35
C -0.06395 0.14784 0.96204  -0.27
C -0.77786 -0.71699 0.12212  -0.12
N 1.14972 -1.08723 -1.34480  -0.74
Cl -1.05556 -2.37207 0.35916  0.06
H 0.29445 2.32727 1.33032  0.20
H -0.94058 1.98291 0.22865  0.18
H 0.69224 -0.38252 1.42701  0.22
H -1.35886 -0.19026 -0.55022  0.19
H 0.65629 -1.00141 -2.22512  0.31
H 1.64997 -0.21835 -1.16338  0.31

=====

Energetically preferred structure: entry x | next structure: +0.0370 hartree